# 1
Molecular formula: C28H82AsF6N14O10
Method: DFT, ωB97M-V/def2-TZVPD

```
141
Properties=species:S:1:pos:R:3
As -0.562 0.839 0.654
F -1.830 0.340 -0.416
F 0.481 1.122 -0.694
F 0.624 1.410 1.745
F -1.553 0.504 2.033
F 0.111 -0.764 0.615
F -1.289 2.437 0.526
C -0.250 -3.784 -2.279
O -1.325 -4.160 -2.709
N -0.045 -2.681 -1.495
N 0.919 -4.467 -2.516
H -0.747 -2.161 -1.004
H 0.921 -2.417 -1.421
H 0.883 -5.233 -3.161
H 1.799 -4.203 -2.113
C -1.538 6.097 0.240
O -0.539 6.128 0.928
N -2.115 4.933 -0.195
N -2.292 7.237 0.011
H -1.614 4.073 -0.011
H -3.002 4.942 -0.662
H -1.940 8.122 0.322
H -2.982 7.236 -0.718
C -4.337 1.259 -3.565
O -3.373 0.569 -3.832
N -4.464 2.053 -2.461
N -5.467 1.143 -4.348
H -5.344 2.286 -2.040
H -3.639 2.176 -1.897
H -6.300 1.691 -4.250
H -5.441 0.421 -5.044
C -2.874 3.173 4.315
O -3.493 3.756 5.191
N -2.900 3.519 2.991
N -1.967 2.180 4.557
H -2.473 2.911 2.316
H -3.313 4.396 2.739
H -1.518 1.683 3.804
H -1.938 1.769 5.471
C -4.258 -4.790 3.899
C -3.730 -4.304 2.555
C -2.580 -3.316 2.694
O -1.457 -3.888 3.379
C -0.265 -3.960 2.621
N -3.429 -5.466 1.727
H -5.265 -5.201 3.788
H -4.255 -4.073 4.716
H -3.675 -5.671 4.190
H -4.507 -3.698 2.073
H -2.872 -2.504 3.365
H -2.323 -2.895 1.718
H -0.255 -4.728 1.844
H 0.485 -4.088 3.405
H -0.033 -2.990 2.170
H -2.820 -5.199 0.953
H -2.818 -6.109 2.225
C -5.824 -1.499 0.073
C -6.217 -0.190 0.760
C -5.288 0.232 1.865
O -5.298 -0.789 2.843
C -4.575 -0.464 3.994
N -6.392 0.909 -0.212
H -6.616 -1.842 -0.600
H -5.646 -2.250 0.843
H -4.955 -1.427 -0.590
H -7.197 -0.403 1.200
H -5.659 1.187 2.262
H -4.240 0.339 1.549
H -3.614 0.052 3.845
H -4.358 -1.361 4.568
H -5.130 0.286 4.578
H -6.958 0.561 -0.976
H -5.449 1.078 -0.542
C 3.493 1.807 -0.404
C 3.404 3.238 0.096
C 4.313 4.128 -0.734
O 4.356 5.407 -0.156
C 5.302 6.236 -0.785
N 1.998 3.687 0.118
H 3.190 1.678 -1.442
H 2.958 1.116 0.256
H 4.493 1.360 -0.258
H 3.807 3.333 1.107
H 4.074 4.145 -1.804
H 5.321 3.691 -0.617
H 5.051 7.270 -0.568
H 5.261 6.119 -1.880
H 6.324 5.943 -0.509
H 1.560 2.800 0.370
H 1.590 3.813 -0.808
C 4.581 -5.455 -1.839
C 4.723 -4.589 -3.092
C 4.794 -3.115 -2.720
O 3.574 -2.706 -2.171
C 3.636 -1.309 -1.875
N 5.834 -5.057 -3.933
H 4.371 -6.504 -2.041
H 3.735 -5.120 -1.235
H 5.494 -5.354 -1.243
H 3.798 -4.815 -3.636
H 5.157 -2.527 -3.575
H 5.604 -3.057 -1.968
H 4.312 -1.125 -1.038
H 2.644 -0.936 -1.614
H 3.926 -0.754 -2.771
H 5.978 -4.271 -4.574
H 6.746 -5.068 -3.479
C 5.587 -1.066 4.274
C 4.649 0.005 3.730
C 3.370 -0.511 3.120
O 3.669 -1.180 1.911
C 2.913 -2.339 1.679
N 4.237 0.929 4.823
H 6.536 -0.619 4.573
H 5.681 -1.906 3.581
H 5.213 -1.534 5.195
H 5.192 0.634 3.023
H 2.764 0.382 2.928
H 2.809 -1.147 3.814
H 3.207 -3.214 2.276
H 3.035 -2.656 0.642
H 1.866 -2.100 1.870
H 4.985 1.007 5.507
H 3.527 0.450 5.377
C -1.244 3.299 -4.072
C 0.017 2.695 -3.500
C 0.009 1.185 -3.587
O -0.149 0.789 -4.960
C 0.276 -0.511 -5.217
N 1.176 3.260 -4.213
H -1.318 4.386 -4.003
H -2.124 3.019 -3.479
H -1.470 2.932 -5.074
H 0.061 2.965 -2.441
H -0.855 0.739 -3.079
H 0.925 0.696 -3.236
H 0.270 -0.618 -6.307
H -0.382 -1.306 -4.840
H 1.299 -0.716 -4.869
H 2.039 2.895 -3.837
H 1.032 3.071 -5.195
```

Results
charge	-1
HOMO level	-6.54	eV
ΔE to the lowest compared entry with this formula, charge and spin	0.0	kcal per mole
gap between HOMO and LUMO	0.319	hartree

Atom charges from the Löwdin analysis, given in e for atoms 1 to 99: 0.73, -0.25, -0.23, -0.21, -0.24, -0.25, -0.27, -0.68, 0.02, 0.18, 0.15, 0.08, 0.06, 0.10, 0.05, -0.68, 0.04, 0.15, 0.13, 0.05, 0.09, 0.09, 0.08, -0.67, 0.05, 0.15, 0.14, 0.07, 0.09, 0.08, 0.10, -0.69, 0.00, 0.17, 0.15, 0.05, 0.10, 0.06, 0.10, -0.06, -0.44, -0.18, -0.19, -0.11, 0.04, 0.07, 0.07, 0.07, 0.11, 0.10, 0.13, 0.09, 0.09, 0.06, 0.07, 0.07, -0.05, -0.43, -0.20, -0.19, -0.13, 0.04, 0.07, 0.06, 0.08, 0.14, 0.13, 0.12, 0.07, 0.07, 0.10, 0.06, 0.03, -0.08, -0.41, -0.23, -0.17, -0.13, 0.08, 0.07, 0.06, 0.08, 0.14, 0.13, 0.12, 0.08, 0.08, 0.08, 0.01, 0.07, -0.06, -0.45, -0.24, -0.20, -0.09, 0.03, 0.08, 0.06, 0.08



# 2
Molecular formula: C20H23NO2
Method: DFT, ωB97M-V/def2-TZVPD

```
46
Properties=species:S:1:pos:R:3
C 5.888 0.666 -0.457
C 4.770 -0.030 0.304
N 3.553 0.813 0.247
C 2.363 0.252 -0.026
C 1.135 0.920 -0.077
C 0.007 0.343 -0.650
C -1.214 1.096 -0.817
C -2.032 0.952 -1.973
C -3.176 1.728 -2.153
C -3.537 2.705 -1.203
C -2.719 2.892 -0.085
C -1.561 2.136 0.087
C 3.676 2.247 0.445
C 5.117 2.573 0.807
O 6.035 2.039 -0.155
H 6.871 0.220 -0.218
H 5.697 0.558 -1.545
H 4.542 -0.992 -0.169
H 5.088 -0.183 1.345
H 2.377 -0.837 -0.192
H 1.097 1.964 0.253
H 0.165 -0.500 -1.321
H -1.750 0.219 -2.738
H -3.804 1.601 -3.042
H -4.420 3.328 -1.353
H -2.997 3.639 0.668
H -0.941 2.286 0.969
H 3.421 2.813 -0.472
H 2.990 2.568 1.248
H 5.305 3.658 0.743
H 5.311 2.196 1.830
C -5.189 -2.506 1.441
C -3.798 -2.787 0.938
C -3.616 -3.849 0.037
C -2.329 -4.177 -0.416
C -1.234 -3.449 -0.007
C -1.417 -2.181 0.690
O -0.539 -1.245 0.640
C -2.700 -2.042 1.358
H -5.191 -1.602 2.051
H -5.919 -2.364 0.632
H -5.580 -3.328 2.056
H -4.480 -4.434 -0.283
H -2.189 -5.018 -1.096
H -0.236 -3.681 -0.374
H -2.840 -1.206 2.034
```

Results
HOMO level	-6.17	eV
ΔE to the lowest compared entry with this formula, charge and spin	105.0	kcal per mole
gap between HOMO and LUMO	0.196	hartree

For each atom in turn, the natural (NBO) charge in e is: -0.08, -0.24, -0.36, 0.20, -0.42, 0.14, -0.13, -0.15, -0.22, -0.19, -0.24, -0.11, -0.25, -0.08, -0.52, 0.19, 0.18, 0.23, 0.20, 0.22, 0.22, 0.23, 0.22, 0.22, 0.22, 0.22, 0.20, 0.21, 0.22, 0.22, 0.17, -0.62, -0.02, -0.29, -0.21, -0.33, 0.39, -0.74, -0.31, 0.21, 0.21, 0.21, 0.20, 0.20, 0.19, 0.20



# 3
Molecular formula: C2H8Br2OSi2
Method: DFT, ωB97M-V/def2-TZVPD

```
15
Properties=species:S:1:pos:R:3
C -0.453 -0.078 -2.314
Si -2.206 0.185 -1.682
Br -2.983 1.780 -0.292
Br -3.075 -1.678 -0.868
H 0.211 -0.153 -1.442
H -0.646 -0.910 -3.058
H -0.214 0.705 -2.994
H -2.680 0.298 -3.066
C 0.553 0.188 3.016
Si 0.718 -0.617 1.303
O -0.499 -0.776 0.450
H -0.489 0.459 3.099
H 0.894 -0.495 3.829
H 1.204 1.072 3.160
H 2.070 -1.064 0.889
```

Results
SMILES	C[SiH](Br)Br.C[SiH]=O
HOMO level	-9.61	eV
ΔE to the lowest compared entry with this formula, charge and spin	54.2	kcal per mole
gap between HOMO and LUMO	0.345	hartree

For each atom in turn, the natural (NBO) charge in e is: -1.10, 1.14, -0.29, -0.30, 0.25, 0.26, 0.23, -0.20, -1.17, 1.83, -1.20, 0.27, 0.26, 0.26, -0.23



# 4
Molecular formula: CH10NOTc
Method: DFT, ωB97M-V/def2-TZVPD

```
14
Properties=species:S:1:pos:R:3
C -1.636 1.666 0.290
Tc 0.915 0.228 -0.038
N 1.406 -1.608 -0.798
H 0.161 0.214 -1.528
H 2.411 -1.806 -0.926
H -1.410 0.636 -0.134
H -2.143 2.217 -0.505
H -0.616 2.160 0.519
H -2.219 1.548 1.215
H 1.082 -2.372 -0.207
H 0.997 -1.812 -1.719
O 1.016 0.037 1.974
H 1.893 0.000 2.478
H 0.362 -0.565 2.430
```

Results
expectation value of S²	3.77
2S+1	4
charge	+1
HOMO level (spin up / spin down)	-12.85 / -11.67	eV
ΔE to the lowest compared entry with this formula, charge and spin	0.9	kcal per mole
gap between HOMO and LUMO (spin up / spin down)	0.324 / 0.271	hartree

For each atom in turn, the natural (NBO) charge in e is: -0.84, 0.81, -1.00, -0.23, 0.41, 0.20, 0.26, 0.18, 0.24, 0.41, 0.43, -0.97, 0.54, 0.54



# 5
Molecular formula: C5H14S
Method: DFT, ωB97M-V/def2-TZVPD

```
20
Properties=species:S:1:pos:R:3
C 1.220 -0.135 0.045
C 0.417 -0.118 -1.239
S 0.373 1.544 -2.018
C -0.730 2.385 -0.868
H 0.523 -0.313 0.862
H 1.940 0.683 0.099
H 1.989 -0.927 0.065
H 0.727 -0.817 -2.036
H -0.613 -0.465 -1.223
H -1.756 2.049 -0.963
H -0.253 2.281 0.113
H -0.741 3.464 -1.040
C -0.427 -2.981 2.249
C -0.995 -1.812 3.097
H -0.257 -2.923 1.169
H 0.480 -3.304 2.754
H -1.106 -3.837 2.263
H -1.538 -2.208 3.972
H -1.723 -1.178 2.611
H -0.141 -1.388 3.624
```

Results
SMILES	CCSC.CC
HOMO level	-8.43	eV
ΔE to the lowest compared entry with this formula, charge and spin	23.0	kcal per mole
gap between HOMO and LUMO	0.346	hartree

For each atom in turn, the natural (NBO) charge in e is: -0.66, -0.54, 0.17, -0.76, 0.22, 0.23, 0.22, 0.23, 0.22, 0.21, 0.22, 0.23, -0.62, -0.63, 0.21, 0.20, 0.20, 0.21, 0.21, 0.21



# 6
Molecular formula: C2H5N2O2S
Method: DFT, ωB97M-V/def2-TZVPD

```
12
Properties=species:S:1:pos:R:3
C -0.831 0.040 -0.134
N 0.474 -0.382 0.566
C 1.462 0.463 0.098
N 0.827 1.649 -0.204
S -0.837 1.806 0.052
O 2.720 0.355 0.666
O 2.432 -0.109 -0.678
H -0.712 -0.237 -1.194
H -1.571 -0.589 0.224
H 0.511 -0.351 1.534
H 0.644 -1.311 0.180
H 1.358 2.439 -0.496
```

Results
SMILES	C1[NH2+]C2(NS1)OO2
charge	+1
HOMO level	-13.72	eV
ΔE to the lowest compared entry with this formula, charge and spin	59.0	kcal per mole
gap between HOMO and LUMO	0.364	hartree

For each atom in turn, the natural (NBO) charge in e is: -0.39, -0.53, 0.68, -0.80, 0.56, -0.20, -0.21, 0.25, 0.26, 0.46, 0.47, 0.45



# 7
Molecular formula: C22H29N3O4S
Method: DFT, ωB97M-V/def2-TZVPD

```
59
Properties=species:S:1:pos:R:3
C -8.866 -0.825 1.239
O -8.133 -0.847 0.038
C -6.787 -0.660 0.094
C -6.111 -0.715 -1.125
C -4.746 -0.532 -1.183
C -4.006 -0.283 -0.030
C -2.516 -0.023 -0.046
C -1.758 -0.913 -1.048
N -0.340 -0.693 -0.899
C 0.486 -1.604 -0.342
O 0.163 -2.756 -0.127
C 1.874 -1.108 -0.061
C 2.913 -2.034 -0.120
C 4.213 -1.647 0.149
C 4.465 -0.331 0.490
S 6.159 0.208 0.746
O 6.943 -0.901 1.196
O 6.146 1.415 1.517
N 6.698 0.608 -0.787
C 6.066 1.767 -1.363
C 6.884 -0.510 -1.676
C 3.445 0.595 0.580
C 2.143 0.208 0.309
N -2.111 1.367 -0.285
C -2.297 2.280 0.831
C -3.678 2.941 0.661
C -3.970 2.809 -0.841
C -2.747 2.053 -1.399
C -4.686 -0.250 1.180
C -6.056 -0.430 1.254
H -8.540 -1.616 1.923
H -8.789 0.145 1.741
H -9.902 -1.001 0.956
H -6.683 -0.908 -2.018
H -4.261 -0.595 -2.145
H -2.121 -0.274 0.947
H -2.041 -0.681 -2.077
H -1.958 -1.966 -0.844
H -0.063 0.274 -0.965
H 2.675 -3.056 -0.373
H 5.031 -2.348 0.123
H 5.081 1.535 -1.791
H 5.955 2.502 -0.569
H 6.705 2.176 -2.146
H 7.577 -0.228 -2.469
H 5.940 -0.844 -2.128
H 7.317 -1.317 -1.092
H 3.683 1.602 0.886
H 1.344 0.927 0.417
H -2.185 1.767 1.785
H -1.513 3.044 0.758
H -3.659 3.979 0.988
H -4.429 2.412 1.246
H -4.881 2.236 -1.009
H -4.082 3.778 -1.324
H -3.012 1.362 -2.195
H -2.019 2.770 -1.794
H -4.136 -0.083 2.096
H -6.537 -0.395 2.219
```

Results
SMILES	COc1ccc([C@@H](CNC(=O)c2ccc(S(=O)(=O)N(C)C)cc2)N2CCCC2)cc1
HOMO level	-8.54	eV
ΔE to the lowest compared entry with this formula, charge and spin	48.0	kcal per mole
gap between HOMO and LUMO	0.325	hartree

For each atom in turn, the natural (NBO) charge in e is: -0.25, -0.49, 0.30, -0.24, -0.19, -0.10, -0.06, -0.23, -0.61, 0.66, -0.62, -0.12, -0.16, -0.20, -0.33, 2.32, -0.93, -0.94, -0.65, -0.43, -0.43, -0.20, -0.15, -0.47, -0.22, -0.43, -0.43, -0.23, -0.12, -0.33, 0.18, 0.18, 0.20, 0.22, 0.21, 0.21, 0.19, 0.25, 0.41, 0.24, 0.24, 0.18, 0.24, 0.21, 0.21, 0.18, 0.24, 0.24, 0.21, 0.20, 0.19, 0.21, 0.21, 0.22, 0.21, 0.20, 0.19, 0.20, 0.22



# 8
Molecular formula: C5H33NO11
Method: DFT, ωB97M-V/def2-TZVPD

```
50
Properties=species:S:1:pos:R:3
C 1.557 1.793 -0.877
C 0.618 1.428 -1.753
C 0.495 0.034 -2.302
C 1.339 -0.948 -1.463
N -0.447 2.319 -2.029
C -1.253 2.120 -3.235
H 1.624 2.746 -0.354
H 2.207 1.119 -0.338
H -0.541 -0.289 -2.396
H 0.998 0.027 -3.266
H 1.261 -2.025 -1.623
H 2.339 -0.707 -1.820
H 1.252 -0.988 -0.388
H -0.319 3.268 -1.731
H -1.052 1.181 -3.722
H -0.994 2.962 -3.900
H -2.323 2.264 -3.051
O -1.739 1.373 4.184
H -2.548 0.926 3.969
H -1.795 2.303 3.913
O 3.418 0.581 -3.797
H 3.433 -0.273 -3.378
H 2.814 1.182 -3.355
O -0.693 -2.997 -0.951
H -1.413 -2.383 -0.952
H -0.780 -3.528 -0.160
O -0.522 -1.129 3.007
H -0.704 -0.315 2.499
H -0.356 -0.912 3.925
O -3.959 -1.328 -0.158
H -3.005 -1.279 -0.146
H -3.907 -1.041 -1.090
O 0.597 1.166 2.134
H -0.126 1.424 2.728
H 1.352 1.255 2.729
O -0.895 3.415 2.783
H -0.523 3.083 1.960
H -0.832 4.357 2.842
O 2.615 -1.072 1.447
H 1.706 -1.318 1.623
H 3.093 -1.860 1.141
O -2.174 -2.677 1.305
H -2.254 -3.289 2.029
H -1.692 -1.927 1.690
O -1.072 0.084 0.555
H -1.453 0.851 0.103
H -0.191 0.128 0.148
O 2.637 -3.770 0.678
H 1.849 -3.381 1.071
H 2.358 -3.949 -0.228
```

Results
SMILES	C=C(CC)NC.O.O.O.O.O.O.O.O.O.O.O
HOMO level	-8.32	eV
ΔE to the lowest compared entry with this formula, charge and spin	88.8	kcal per mole
gap between HOMO and LUMO	0.306	hartree

For each atom in turn, the natural (NBO) charge in e is: -0.54, 0.17, -0.48, -0.61, -0.64, -0.42, 0.20, 0.24, 0.21, 0.24, 0.24, 0.19, 0.22, 0.38, 0.21, 0.19, 0.19, -0.99, 0.48, 0.50, -0.95, 0.47, 0.48, -0.96, 0.47, 0.49, -1.01, 0.51, 0.49, -0.91, 0.46, 0.44, -0.96, 0.48, 0.48, -0.98, 0.50, 0.49, -0.97, 0.47, 0.49, -0.98, 0.47, 0.50, -0.98, 0.48, 0.50, -0.94, 0.47, 0.48



# 9
Molecular formula: C20H32ClF12O10Y
Method: DFT, ωB97M-V/def2-TZVPD

```
76
Properties=species:S:1:pos:R:3
Y 1.414 0.375 -1.308
C -0.990 1.297 1.446
O -1.474 0.092 1.973
O -0.377 0.930 0.290
C -2.123 2.335 1.302
F -3.293 1.851 0.774
F -2.490 2.778 2.564
F -1.826 3.465 0.610
C -1.715 -0.030 3.360
C -2.651 -1.224 3.502
H -2.132 -2.170 3.348
H -2.990 -1.368 4.534
H -3.455 -1.009 2.801
H -2.208 0.874 3.730
H -0.827 -0.206 3.979
H -0.252 1.685 2.175
C -0.936 -1.779 -3.124
O -1.750 -2.247 -2.044
O -0.039 -1.000 -2.481
C -0.358 -3.028 -3.925
F -0.853 -3.001 -5.190
F 0.982 -2.971 -3.999
F -0.675 -4.226 -3.415
C -3.044 -2.743 -2.288
C -4.082 -1.652 -1.875
H -4.030 -0.777 -2.518
H -5.033 -2.133 -2.143
H -3.984 -1.489 -0.807
H -3.254 -3.628 -1.678
H -3.207 -3.118 -3.306
H -1.498 -1.090 -3.764
C 0.577 3.125 -3.051
O -0.544 2.267 -2.855
O 1.604 2.434 -2.486
C 0.743 3.442 -4.563
F 0.934 2.307 -5.236
F -0.255 4.157 -5.120
F 1.833 4.220 -4.763
C -1.752 2.954 -2.596
C -2.768 1.834 -2.394
H -2.426 1.062 -1.701
H -3.721 2.250 -2.067
H -2.795 1.236 -3.311
H -2.084 3.530 -3.470
H -1.829 3.635 -1.745
H 0.377 4.056 -2.503
C 1.862 -2.320 1.199
O 0.573 -2.934 1.409
O 1.796 -1.622 0.076
C 2.390 -1.684 2.541
F 2.823 -2.728 3.291
F 3.426 -0.856 2.393
F 1.481 -1.051 3.316
C 0.347 -4.000 2.296
C 0.327 -5.332 1.557
H 1.227 -5.526 0.972
H 0.412 -6.051 2.379
H -0.545 -5.283 0.908
H -0.616 -3.885 2.802
H 1.082 -4.072 3.103
H 2.436 -3.246 1.016
Cl 3.628 -0.330 -2.846
O 2.780 1.341 0.434
C 3.691 1.489 1.207
O 3.608 1.913 2.459
C 2.447 2.450 3.046
C 2.659 3.980 3.222
C 5.067 1.322 0.669
H 2.486 2.151 4.097
H 1.450 2.206 2.690
H 2.626 4.376 2.198
H 3.641 4.301 3.563
H 1.844 4.479 3.744
H 5.810 1.251 1.469
H 5.315 2.035 -0.111
H 5.185 0.324 0.238
```

Results
charge	-2
HOMO level	-2.89	eV
ΔE to the lowest compared entry with this formula, charge and spin	0.0	kcal per mole
gap between HOMO and LUMO	0.265	hartree

For each atom in turn, the Löwdin charge in e is: 1.49, -0.46, -0.07, -0.23, -0.46, 0.11, 0.06, 0.11, -0.28, -0.06, 0.06, 0.06, 0.08, 0.10, 0.10, 0.12, -0.40, -0.09, -0.28, -0.53, 0.09, 0.13, 0.13, -0.28, -0.06, 0.05, 0.06, 0.07, 0.10, 0.11, 0.14, -0.45, -0.11, -0.29, -0.55, 0.16, 0.11, 0.11, -0.27, -0.08, 0.07, 0.07, 0.07, 0.11, 0.10, 0.15, -0.45, -0.08, -0.23, -0.51, 0.09, 0.15, 0.13, -0.30, -0.08, 0.07, 0.06, 0.08, 0.10, 0.10, 0.14, -0.38, 0.01, -0.52, 0.01, -0.20, -0.06, 0.03, 0.12, 0.10, 0.08, 0.07, 0.07, 0.08, 0.10, 0.09